Record 1
Entry from the OMol25 dataset: a molecular structure, C23H59N2O8Y (wB97M-V/def2-TZVPD).

The geometry in XYZ format:
```
93
Properties=species:S:1:pos:R:3:forces:R:3:lowdin_charge:R:1
Y 0.927313 0.974834 -4.438483 -2.50 2.92 5.00 2.057
C 0.597286 2.318535 -0.379330 0.04 0.71 -0.07 -0.057
C -0.067102 1.125358 -1.047213 -0.38 0.39 1.78 -0.341
O 0.003410 1.186284 -2.447872 1.88 -1.13 -4.03 -0.398
H 0.505299 2.346529 0.708936 0.02 -0.65 -0.01 0.101
H 0.114243 3.266089 -0.643446 0.22 -0.11 -0.47 0.081
H 1.677942 2.343061 -0.580379 -0.05 0.07 0.07 0.073
H -1.116652 1.137081 -0.723527 0.04 -0.12 -0.32 0.085
H 0.371931 0.230863 -0.591803 0.10 -0.17 -0.59 0.100
O -2.833289 0.471676 -3.465761 0.77 -0.08 -0.02 -0.039
H -3.083015 -0.457408 -3.379684 -0.24 0.11 0.00 0.081
H -2.100557 0.594390 -2.841840 -0.13 -0.13 0.06 0.010
O 0.401085 -2.391434 -1.790099 -0.13 0.38 -0.30 -0.064
H 0.169452 -1.787297 -1.078241 0.01 -0.22 0.14 0.005
H 0.462544 -3.260718 -1.378150 0.12 0.04 -0.02 0.054
O -0.591397 2.912528 -4.727100 0.87 -1.61 -0.78 -0.120
H -1.474445 2.921106 -4.237858 -0.11 0.68 0.42 0.047
H -0.808021 3.262929 -5.606395 -0.03 0.19 0.16 0.099
O 2.216325 2.726253 -3.266018 -0.48 -0.97 -0.15 -0.091
H 1.816914 2.575156 -2.384529 0.02 0.20 -0.11 0.026
H 2.646156 3.593208 -3.210898 0.09 -0.10 -0.40 0.120
C 4.354884 -2.035777 1.825750 -0.44 0.45 -0.46 -0.025
C 4.782424 -1.664631 0.383810 -0.17 0.19 1.13 -0.514
C 6.190777 -1.069434 0.546946 0.71 -0.43 -0.99 -0.131
C 6.939384 -1.042805 -0.785611 -0.20 -0.43 -0.35 -0.170
C 7.033305 -2.445885 -1.372362 -0.12 -0.20 1.24 -0.136
C 5.674525 -3.127006 -1.528928 -0.74 0.13 -1.62 -0.515
N 4.781312 -2.888362 -0.401271 1.68 -0.07 0.70 -0.105
O 3.482655 -3.370003 -0.609931 -0.34 0.00 -0.30 -0.019
C 5.062438 -2.613755 -2.861918 -0.76 0.46 0.36 -0.038
C 5.916954 -4.630852 -1.665755 -0.09 -0.27 0.10 -0.024
C 3.860882 -0.573218 -0.159471 -0.43 0.68 -0.79 -0.045
H 3.306475 -2.337797 1.857093 0.02 0.02 0.09 0.078
H 4.499339 -1.151695 2.450951 -0.15 -0.11 0.14 0.088
H 4.967222 -2.845160 2.212621 0.09 -0.05 -0.07 0.091
H 6.154904 -0.040441 0.903518 -0.37 -0.09 0.31 0.124
H 6.744055 -1.661976 1.277987 0.06 0.00 -0.03 0.127
H 7.957119 -0.663362 -0.693628 -0.16 0.33 0.09 0.119
H 6.359308 -0.414825 -1.470549 0.34 0.22 -0.07 0.094
H 7.604935 -3.054245 -0.661492 0.13 0.08 -0.08 0.125
H 7.569653 -2.481413 -2.318495 -0.07 0.05 -0.09 0.127
H 4.019964 -2.920282 -3.004637 0.25 -0.66 0.03 0.068
H 4.934628 -1.521181 -2.837858 0.66 0.00 -0.11 0.055
H 5.692577 -2.946181 -3.683071 -0.15 0.23 -0.22 0.082
H 4.995540 -5.218136 -1.659059 -0.05 0.12 0.11 0.080
H 6.400682 -4.896768 -2.607216 0.16 0.23 0.04 0.091
H 6.556480 -4.956758 -0.845332 -0.09 -0.16 0.00 0.091
H 3.819751 0.296462 0.502951 -0.17 -0.29 0.31 0.085
H 2.849985 -0.933311 -0.382060 0.05 -0.12 0.33 0.062
H 4.213249 -0.132377 -1.103755 0.26 -0.32 -0.02 0.058
H 3.528291 -4.292575 -0.331147 -0.04 0.08 0.17 0.109
C -5.545156 0.654793 4.965096 0.17 0.16 1.12 -0.033
C -4.455806 -0.150251 4.274509 0.09 0.63 -1.18 -0.514
C -5.103638 -1.323659 3.541875 -0.60 -1.94 0.26 -0.128
C -4.483713 -1.858268 2.242104 0.43 0.77 0.09 -0.165
C -4.120517 -0.681399 1.354962 -0.25 -0.03 -0.69 -0.156
C -3.240342 0.379995 2.015929 -0.20 -0.75 0.28 -0.529
N -3.895419 0.752574 3.249343 -1.18 0.56 -0.57 -0.122
O -3.502191 2.010699 3.741316 0.73 -0.14 0.21 -0.011
C -1.820558 -0.161167 2.233266 0.28 0.60 -0.74 -0.013
C -3.205671 1.578657 1.068183 0.32 0.39 0.99 -0.046
C -3.390025 -0.625775 5.248293 0.44 0.12 -0.03 -0.017
H -6.111678 0.016281 5.646904 -0.10 -0.02 -0.14 0.096
H -5.093968 1.429937 5.589662 0.01 -0.07 0.00 0.085
H -6.218863 1.170011 4.283513 -0.04 -0.32 -0.25 0.091
H -5.106084 -2.186989 4.224809 0.15 0.25 0.15 0.124
H -6.182512 -1.230905 3.380298 0.14 0.83 -0.14 0.122
H -3.608984 -2.480676 2.449310 -0.03 -0.01 -0.02 0.108
H -5.221384 -2.459419 1.713458 0.05 -0.23 0.14 0.114
H -5.061758 -0.219830 1.028080 0.08 0.21 0.20 0.129
H -3.635990 -0.968805 0.408784 0.09 -0.29 0.21 0.112
H -1.219689 0.613928 2.715213 -0.01 -0.16 0.25 0.091
H -1.364344 -0.319953 1.243459 0.04 -0.23 0.12 0.061
H -1.785592 -1.086337 2.797141 0.01 -0.02 0.04 0.068
H -3.125286 1.255305 0.032036 0.01 0.03 -0.04 0.050
H -2.370091 2.221287 1.364724 0.06 0.03 -0.35 0.084
H -4.098109 2.184394 1.225078 -0.17 -0.14 -0.38 0.095
H -3.823426 -1.259415 6.020481 0.08 0.08 0.13 0.093
H -2.606444 -1.182274 4.730114 -0.21 -0.25 0.00 0.070
H -2.864636 0.226577 5.683822 -0.26 0.03 0.22 0.091
H -4.177415 2.632323 3.445865 -0.11 -0.11 0.12 0.103
C -4.756670 2.951003 -2.045185 -1.09 0.49 0.16 -0.049
C -3.675357 3.903877 -2.505683 -0.24 -0.66 0.65 -0.415
C -2.632045 4.207249 -1.453434 0.61 0.35 -0.15 -0.039
O -2.982724 3.309860 -3.639816 0.42 -0.53 -0.38 -0.087
H -4.453082 1.994546 -1.624732 0.30 0.01 -0.16 0.063
H -5.486826 2.809104 -2.846367 0.26 -0.32 -0.14 0.097
H -5.364775 3.455396 -1.287345 0.26 -0.03 0.19 0.099
H -4.224700 4.780443 -2.844400 0.54 0.25 -0.26 0.148
H -1.890075 4.879182 -1.897866 0.02 -0.03 0.10 0.087
H -2.111432 3.288423 -1.164724 -0.15 -0.03 -0.04 0.049
H -2.973071 4.683700 -0.535607 -0.39 -0.03 -0.13 0.097
H -3.099068 2.350309 -3.540872 -0.58 0.07 -0.14 0.039
```
Forces are in eV/Å.

Molar mass ... 580.6 g mol⁻¹
ΔE to the lowest compared entry with this formula, charge and spin ... 0.000 eV
LUMO ... -9.1 eV
Total charge ... +2
Spin multiplicity ... 1
E_tot ... -1660.8399 Ha
Frontier orbital gap ... 2.37 eV
Max |F| ... 6.30 eV Å⁻¹



Record 2
Entry from the OMol25 dataset: 9 unconnected molecules or ions with the total composition C23H60Cl2N3O10S (wB97M-V/def2-TZVPD).

The geometry in XYZ format:
```
99
Properties=species:S:1:pos:R:3:forces:R:3:lowdin_charge:R:1
N -3.957405 2.873190 -1.211573 1.62 -0.81 0.77 0.099
C -2.766923 2.089960 -1.419491 -0.06 -1.95 0.69 -0.292
C -2.436339 0.746492 -1.020188 0.34 2.28 -0.91 0.069
N -1.094615 0.483586 -1.453574 -1.73 2.45 -0.54 -0.021
C -0.277141 -0.749286 -1.249885 1.07 -0.72 0.08 -0.090
C -1.002409 -1.877179 -0.429700 0.14 -1.02 0.20 -0.162
C 0.041637 -2.677381 0.487369 -0.02 0.55 -0.76 -0.196
C 0.428559 -1.709844 1.678173 0.52 -0.54 -1.76 -0.260
S 1.014408 -2.556055 3.187390 -2.21 1.20 3.31 0.370
O -0.052053 -3.442797 3.646881 1.37 0.46 -1.34 -0.367
O 1.339406 -1.498250 4.146089 0.31 -1.36 -1.92 -0.367
Cl 2.681724 -3.717536 2.876099 -0.69 0.67 -0.43 0.412
C -0.680761 1.604783 -2.090449 0.26 1.06 -0.49 -0.045
N -1.641497 2.608253 -2.094609 -0.43 -2.73 1.19 -0.414
Cl -1.513260 4.180077 -2.744277 0.10 -0.95 0.29 0.835
H -3.781978 3.379660 -0.328398 -0.35 0.13 -0.64 0.112
H -4.748053 2.257039 -1.004842 0.27 0.13 -0.33 0.103
H -3.075289 0.041721 -0.452046 0.80 0.64 -0.65 0.137
H 0.659584 -0.446462 -0.697044 -1.07 -0.04 -0.59 0.136
H 0.074545 -1.133682 -2.263048 -0.68 0.37 1.34 0.127
H -1.470779 -2.624764 -1.127796 0.37 0.91 0.58 0.126
H -1.793909 -1.506209 0.276089 0.67 -0.10 -0.84 0.101
H -0.384054 -3.657387 0.833025 0.16 1.12 -0.17 0.127
H 0.915667 -2.935598 -0.180653 -0.67 0.30 0.96 0.127
H 1.223155 -0.998050 1.332596 -0.56 -0.64 0.66 0.108
H -0.488705 -1.112445 1.937599 1.04 -0.76 0.54 0.122
H 0.283065 1.849018 -2.592947 -0.75 -1.05 0.59 0.153
C 2.381782 4.873802 -0.551488 0.04 -0.08 0.12 -0.083
C 2.654391 4.483902 -1.990403 -0.28 0.37 0.22 -0.292
O 2.030627 3.229296 -2.285235 -0.04 -0.58 -0.19 -0.115
H 2.758522 4.108398 0.130959 0.06 0.05 -0.06 0.080
H 2.855534 5.824873 -0.309743 -0.03 -0.06 -0.03 0.061
H 1.305212 4.960902 -0.371203 0.00 0.11 -0.05 0.069
H 3.725106 4.376456 -2.161201 -0.12 -0.18 -0.09 0.123
H 2.269954 5.239675 -2.679521 0.17 0.08 0.05 0.106
H 1.085434 3.333841 -2.140987 0.29 0.55 0.16 -0.012
C -1.912346 -5.853699 6.499820 -0.03 -0.10 0.12 -0.085
C -1.472960 -6.675061 5.304766 0.03 0.42 0.02 -0.316
O -1.975485 -6.104858 4.101134 -0.10 -0.08 -0.25 -0.094
H -3.002061 -5.801941 6.549870 0.05 -0.08 -0.01 0.080
H -1.536881 -6.284989 7.429816 0.00 0.12 0.01 0.082
H -1.547594 -4.826694 6.416934 0.05 -0.05 0.05 0.052
H -1.855596 -7.693807 5.378244 -0.02 0.06 -0.17 0.113
H -0.380394 -6.720250 5.243818 0.02 -0.13 0.14 0.108
H -1.625744 -5.207676 4.038333 0.03 -0.11 0.01 0.040
C 3.316074 -0.168404 6.407100 -0.05 -0.12 -0.01 -0.092
C 3.569253 -0.397053 7.885236 0.04 0.48 -0.19 -0.331
O 4.621206 0.444247 8.346460 0.12 -0.10 0.12 -0.082
H 4.220985 -0.368536 5.828941 -0.03 -0.07 0.06 0.080
H 2.515977 -0.813190 6.042353 0.03 0.09 -0.02 0.036
H 3.040530 0.873578 6.219510 -0.10 -0.04 0.03 0.076
H 3.864923 -1.431320 8.066882 0.10 0.11 0.10 0.116
H 2.668910 -0.187265 8.471705 -0.07 -0.15 -0.04 0.097
H 4.352389 1.357679 8.193776 0.06 -0.12 0.04 0.080
C -0.912875 -1.472280 7.970353 -0.09 0.09 0.03 -0.085
C 0.239090 -2.245956 8.582576 -0.11 -0.05 -0.40 -0.309
O 0.138825 -3.626759 8.255976 0.04 -0.13 0.13 -0.084
H -1.868325 -1.861600 8.328553 0.07 0.03 0.07 0.078
H -0.848353 -0.410950 8.221104 -0.03 -0.01 -0.05 0.073
H -0.912648 -1.576557 6.881273 0.09 0.08 0.01 0.065
H 0.223729 -2.157630 9.669622 0.04 -0.17 -0.05 0.118
H 1.198624 -1.866937 8.218851 -0.02 0.14 0.11 0.082
H 0.162404 -3.700352 7.294305 0.02 -0.01 0.14 0.061
C 5.214844 8.963174 -1.322818 0.09 -0.03 0.00 -0.091
C 4.123793 8.749333 -2.353551 0.02 0.18 0.36 -0.309
O 3.201182 7.757961 -1.903350 -0.14 -0.22 -0.09 -0.106
H 5.749266 8.030065 -1.131816 0.01 0.05 -0.10 0.076
H 5.929742 9.715469 -1.661093 -0.02 -0.01 0.07 0.078
H 4.788313 9.288139 -0.369817 0.02 0.11 -0.06 0.074
H 4.551061 8.404771 -3.295824 -0.17 -0.11 0.04 0.114
H 3.578064 9.678982 -2.540967 0.12 0.04 -0.11 0.110
H 2.819172 8.071871 -1.074846 0.06 0.02 -0.14 0.079
C 1.908057 -3.590104 -5.089819 0.08 0.05 0.04 -0.084
C 0.675124 -4.003778 -4.313001 0.14 -0.01 -0.42 -0.297
O 0.111918 -2.873628 -3.640091 -0.21 0.31 0.35 -0.118
H 2.654735 -3.155662 -4.420892 -0.01 -0.12 0.01 0.076
H 2.350601 -4.445081 -5.603477 -0.02 0.07 -0.02 0.082
H 1.659159 -2.825783 -5.830888 -0.05 -0.14 -0.08 0.075
H 0.930718 -4.750552 -3.560193 -0.12 0.17 0.11 0.115
H -0.080553 -4.428895 -4.978758 0.09 -0.07 -0.01 0.099
H -0.119258 -2.224606 -4.316673 0.02 -0.23 -0.06 0.082
C -2.777101 -5.743379 -7.337437 -0.06 -0.05 0.09 -0.091
C -2.513257 -4.253153 -7.431882 0.11 -0.33 -0.31 -0.323
O -1.115991 -4.002154 -7.563088 0.12 0.19 0.18 -0.100
H -2.249663 -6.172252 -6.482562 -0.07 0.06 0.01 0.073
H -3.844640 -5.945318 -7.229996 0.04 -0.05 -0.04 0.077
H -2.410994 -6.257969 -8.229599 -0.11 0.04 -0.03 0.076
H -2.860802 -3.745931 -6.530293 0.16 0.07 -0.04 0.107
H -3.031156 -3.820079 -8.293222 -0.16 0.01 0.10 0.109
H -0.815057 -4.444289 -8.365996 -0.01 0.08 0.12 0.085
C -5.076599 4.014168 -5.749105 -0.04 -0.10 -0.12 -0.093
C -4.167497 5.210435 -5.956879 -0.09 -0.23 0.39 -0.324
O -4.399260 6.183052 -4.943985 0.11 0.20 -0.02 -0.086
H -6.123788 4.321514 -5.770715 0.07 0.01 -0.07 0.081
H -4.914515 3.260546 -6.522779 -0.03 -0.02 0.06 0.075
H -4.897489 3.557434 -4.770580 0.07 -0.04 -0.04 0.059
H -4.363525 5.674783 -6.923475 0.03 0.14 0.15 0.117
H -3.113683 4.911606 -5.925478 0.01 -0.08 -0.20 0.098
H -4.215721 5.765573 -4.094336 -0.13 0.08 -0.09 0.061
```
Forces are in eV/Å.

Molar mass ... 641.7 g mol⁻¹
LUMO ... -3.7 eV
Total charge ... +1
Spin multiplicity ... 1
E_tot ... -3147.1482 Ha
Frontier orbital gap ... 7.57 eV
Max |F| ... 4.16 eV Å⁻¹



> Which of these has the highest E_tot?

C23H59N2O8Y